# 1
{
  "formula": "C3H6S3",
  "method": "wB97M-V/def2-TZVPD",
  "symbols": ["C", "C", "C", "S", "S", "S", "H", "H", "H", "H", "H", "H"],
  "positions_angstrom": [[-0.574224, -0.937617, -0.071444], [0.656665, -0.523702, 0.312200], [-1.817830, -0.682577, 0.583240], [2.145790, -1.040542, -0.337875], [-3.168106, -1.348952, -0.027879], [0.518680, 2.565811, -0.472340], [-0.606340, -1.825621, -0.661905], [1.496049, 1.584980, -0.272965], [-1.855988, 0.027103, 1.537994], [1.456583, -1.864176, -1.208869], [0.597904, 0.371995, 0.972805], [1.150818, 3.673295, -0.352958]],
  "forces_ev_per_angstrom": [[-0.6515, -0.9772, 1.4278], [-1.4077, 2.0976, 1.2313], [2.7465, 2.6070, 2.1771], [-0.1096, -0.9383, -0.8959], [-2.2609, -0.8001, -0.5635], [-0.8649, -2.4308, -0.1884], [-0.0498, -0.3783, -1.0599], [-0.4908, 1.7299, -0.3387], [-0.0688, -1.5173, -2.2305], [0.9776, 0.4237, 0.3777], [0.7314, -1.0444, -0.1854], [1.4485, 1.2282, 0.2483]],
  "mulliken_spin": [-0.156, 0.394, 0.438, 0.087, 1.202, 0.002, -0.021, -0.001, 0.047, 0.000, 0.007, 0.001],
  "lumo_energy_ev": [0.7, -2.5],
  "energy_ev": -35709.9653,
  "s2": 2.035,
  "e_above_lowest_kcal_mol": 11.77,
  "gap_ev": [7.37, 6.20],
  "spin_multiplicity": 3
}


# 2
{
  "formula": "H14O7",
  "method": "wB97M-V/def2-TZVPD",
  "symbols": ["O", "H", "H", "O", "H", "H", "O", "H", "H", "O", "H", "H", "O", "H", "H", "O", "H", "H", "O", "H", "H"],
  "positions_angstrom": [[2.138533, -0.061732, -0.198513], [3.170826, -0.124244, -0.147862], [1.730405, -0.600568, 0.506844], [0.166332, 0.418328, -2.192988], [1.119315, 0.216775, -1.894018], [-0.179693, 0.991530, -1.469451], [1.031055, 1.794647, 1.416184], [0.782061, 1.048734, 2.027126], [1.508240, 1.209713, 0.698881], [-1.181826, 1.701748, -0.030516], [-1.763519, 2.487021, -0.137855], [-0.367017, 2.016617, 0.567308], [-1.660800, -0.827498, 0.761620], [-1.585838, -1.259526, -0.126193], [-1.598737, 0.174334, 0.585428], [-1.109031, -2.097379, -1.756218], [-2.097767, -1.995680, -2.099562], [-0.725566, -1.263875, -2.065360], [0.597294, -0.972658, 1.927224], [0.449842, -1.617006, 2.683878], [-0.295014, -0.927467, 1.456483]],
  "forces_ev_per_angstrom": [[2.9478, 0.0618, -0.2714], [-3.0785, -0.0343, 0.1368], [0.3408, -0.4953, 0.1739], [1.8111, -0.1433, 0.9103], [-2.1401, 0.3948, -0.5246], [0.0617, -0.3810, -0.5362], [0.4351, -2.0332, -0.8514], [0.2159, 0.8998, -0.3946], [-0.6850, 1.6096, 1.3413], [0.9252, 1.8411, 0.9719], [0.5497, -0.8457, 0.0875], [-1.3271, -0.7955, -0.9319], [-0.0470, 1.2823, -0.7307], [0.1198, 0.1910, 0.5822], [-0.3821, -1.5579, -0.0402], [-3.7145, 0.2436, -0.8919], [3.1270, -0.5618, 0.9891], [0.5337, 0.4868, -0.1440], [-0.1320, -1.0583, 1.4836], [0.4043, 1.2365, -1.5275], [0.0341, -0.3410, 0.1680]],
  "mulliken_charge": [-0.722, 0.312, 0.393, -0.779, 0.393, 0.407, -0.829, 0.381, 0.494, -0.824, 0.283, 0.460, -0.791, 0.372, 0.434, -0.757, 0.354, 0.432, -0.808, 0.287, 0.508],
  "lumo_energy_ev": 0.4,
  "smiles": "O.O.O.O.O.O.O",
  "energy_ev": -14560.6378,
  "e_above_lowest_kcal_mol": 18.99,
  "gap_ev": 11.52
}